2 unconnected molecules or ions with the total composition CH3NO3S at a distorted geometry, computed with ωB97M-V with the def2-TZVPD basis set.

```
9
Properties=species:S:1:pos:R:3:nbo_charge:R:1
S 1.21 1.34 0.80 1.7101
O 1.70 2.26 -0.11 -0.8675
H -1.23 1.01 -1.03 0.3735
H 0.35 -1.43 0.93 0.5322
H -1.95 -1.11 -0.89 0.1640
O 1.94 0.03 0.87 -0.9349
C -1.03 -0.78 -0.37 0.4633
O -0.43 -1.71 0.39 -0.6728
N -0.54 0.40 -0.59 -0.7678
```

Highest occupied orbital energy ... -0.381 hartree
Energy above the lowest of the compared OMol25 structures with the same formula, charge and spin ... 69.1 kJ/mol
Multiplicity ... 1
Electronic energy ... -19552.599 eV